C44H96B7F28N6O6 | ωB97M-V/def2-TZVPD

Geometry (Å):
C: -3.762 -1.357 2.123
C: -5.254 -0.821 2.172
C: -6.087 -1.547 1.078
O: -7.381 -1.041 0.991
C: -7.695 -0.273 -0.156
N: -5.901 -1.206 3.516
H: -5.789 -2.182 3.750
H: -5.433 -0.748 4.285
H: -6.875 -0.943 3.562
H: -3.336 -1.264 1.124
H: -3.856 -2.407 2.400
H: -3.118 -0.807 2.810
H: -5.403 0.256 2.086
H: -6.135 -2.633 1.160
H: -5.629 -1.478 0.092
H: -7.631 -0.887 -1.054
H: -6.960 0.521 -0.287
H: -8.748 0.007 -0.132
C: 1.502 1.694 2.223
C: 0.054 1.700 1.679
C: -0.107 0.791 0.472
O: -1.454 0.511 -0.036
C: -1.455 -0.506 -1.028
N: -0.850 1.335 2.891
H: -1.766 1.305 2.467
H: -0.645 0.406 3.230
H: -0.932 1.918 3.712
H: 1.671 2.219 3.163
H: 2.136 2.041 1.407
H: 1.908 0.704 2.433
H: -0.264 2.731 1.524
H: 0.413 -0.153 0.635
H: 0.462 1.232 -0.346
H: -2.456 -0.918 -1.159
H: -0.900 -1.415 -0.798
H: -1.150 -0.002 -1.944
C: 3.447 -3.997 -0.432
C: 2.483 -3.615 0.779
C: 2.269 -4.771 1.783
C: 3.498 -4.963 2.755
C: 3.916 -3.722 3.543
C: 4.161 -2.477 2.545
N: 3.010 -2.400 1.609
O: 2.670 -1.218 0.986
C: 5.432 -2.715 1.807
C: 4.129 -1.205 3.379
C: 1.041 -3.345 0.206
H: 4.077 -4.863 -0.227
H: 4.151 -3.198 -0.663
H: 2.907 -4.048 -1.378
H: 2.011 -5.719 1.311
H: 1.418 -4.593 2.441
H: 4.421 -5.272 2.266
H: 3.236 -5.838 3.350
H: 4.823 -3.883 4.126
H: 3.169 -3.473 4.297
H: 5.685 -2.087 0.953
H: 5.444 -3.647 1.241
H: 6.349 -2.698 2.397
H: 4.310 -0.243 2.901
H: 4.762 -1.234 4.266
H: 3.157 -1.032 3.840
H: 0.359 -3.006 0.985
H: 0.658 -4.299 -0.155
H: 0.968 -2.654 -0.634
C: -2.959 -4.312 -1.259
C: -3.645 -5.614 -0.703
C: -5.135 -5.505 -1.073
C: -5.870 -6.876 -0.998
C: -5.203 -7.882 -1.953
C: -3.734 -8.109 -1.730
N: -3.027 -6.802 -1.449
O: -1.665 -6.705 -1.648
C: -3.051 -8.682 -2.913
C: -3.492 -9.068 -0.487
C: -3.407 -5.781 0.824
H: -1.876 -4.294 -1.136
H: -3.426 -3.441 -0.800
H: -3.003 -4.196 -2.342
H: -5.305 -5.082 -2.063
H: -5.678 -4.757 -0.496
H: -6.928 -6.709 -1.202
H: -5.803 -7.285 0.010
H: -5.394 -7.671 -3.005
H: -5.641 -8.880 -1.915
H: -1.986 -8.852 -2.758
H: -3.031 -8.154 -3.867
H: -3.574 -9.606 -3.161
H: -2.435 -9.186 -0.249
H: -3.792 -10.092 -0.709
H: -3.997 -8.797 0.441
H: -3.726 -4.887 1.359
H: -2.371 -5.995 1.088
H: -3.992 -6.541 1.341
C: -1.991 1.557 -4.996
C: -0.756 2.360 -5.416
C: -1.209 3.740 -6.069
C: -1.551 4.856 -5.154
C: -0.456 5.080 -4.060
C: -0.065 3.804 -3.271
N: 0.148 2.656 -4.204
O: 0.747 1.539 -3.588
C: -1.159 3.287 -2.220
C: 1.265 3.962 -2.442
C: 0.094 1.657 -6.493
H: -2.649 1.908 -4.201
H: -1.708 0.525 -4.785
H: -2.710 1.364 -5.792
H: -1.983 3.595 -6.823
H: -0.540 4.082 -6.859
H: -2.582 4.830 -4.803
H: -1.572 5.809 -5.683
H: -0.774 5.770 -3.279
H: 0.483 5.432 -4.487
H: -1.119 3.958 -1.362
H: -1.005 2.287 -1.814
H: -2.178 3.337 -2.605
H: 2.240 3.977 -2.929
H: 1.435 3.163 -1.720
H: 1.112 4.795 -1.755
H: 1.102 2.062 -6.577
H: -0.430 1.654 -7.449
H: 0.253 0.617 -6.210
C: 5.801 6.601 -1.477
C: 5.180 7.039 -0.131
C: 3.766 6.366 -0.056
C: 3.831 4.884 0.034
C: 4.683 4.426 1.215
C: 6.095 5.098 1.364
N: 6.073 6.557 1.001
O: 7.315 7.186 1.065
C: 7.045 4.358 0.415
C: 6.551 4.921 2.866
C: 5.018 8.562 0.091
H: 5.094 7.096 -2.143
H: 5.818 5.564 -1.812
H: 6.785 7.045 -1.632
H: 3.196 6.442 -0.982
H: 3.169 6.640 0.814
H: 4.282 4.419 -0.842
H: 2.782 4.614 0.152
H: 4.741 3.345 1.088
H: 4.116 4.385 2.145
H: 7.453 3.483 0.922
H: 7.947 4.938 0.219
H: 6.545 4.083 -0.514
H: 6.469 3.895 3.224
H: 5.954 5.557 3.520
H: 7.563 5.298 3.009
H: 5.935 9.120 -0.102
H: 4.588 8.832 1.055
H: 4.298 9.034 -0.578
B: -0.339 5.777 1.655
F: -0.441 7.133 1.749
F: 0.998 5.438 1.604
F: -0.952 5.248 2.761
F: -0.878 5.275 0.525
B: 4.946 0.707 -0.446
F: 5.825 1.213 -1.352
F: 4.623 -0.588 -0.863
F: 5.530 0.628 0.765
F: 3.879 1.539 -0.313
B: -4.867 -0.219 -2.699
F: -4.509 0.105 -1.457
F: -5.524 -1.405 -2.504
F: -5.674 0.725 -3.319
F: -3.736 -0.405 -3.477
B: 1.192 3.267 5.549
F: 1.252 3.709 6.855
F: 0.096 3.781 4.877
F: 2.351 3.713 4.916
F: 1.136 1.867 5.587
B: -0.233 -1.928 3.859
F: 0.020 -1.410 2.662
F: -0.906 -0.945 4.537
F: -1.069 -3.013 3.785
F: 0.922 -2.203 4.526
B: -3.958 1.808 4.864
F: -3.990 1.429 3.563
F: -4.770 2.896 5.117
F: -4.332 0.789 5.671
F: -2.605 2.101 5.155
B: -0.061 -2.239 -3.722
F: 0.738 -1.497 -2.906
F: 0.597 -3.337 -4.270
F: -1.068 -2.741 -2.968
F: -0.717 -1.477 -4.642

## Properties
largest force on an atom = 0.1812 Eh/bohr
calculated total energy = -149260.42224 eV
net charge = -1
Kohn-Sham gap = 3.38 eV